Formula: C4H4Br12
Source: OMol25
Level of theory: ωB97M-V/def2-TZVPD

XYZ file:
```
20
Properties=species:S:1:pos:R:3:forces:R:3:lowdin_charge:R:1
C 0.080 0.911 0.832 -2.035 -0.021 0.446 -1.44
Br -0.411 2.847 0.680 -0.625 -0.999 -0.312 0.54
Br -0.929 -0.230 -0.380 2.157 3.234 3.095 0.74
Br -0.116 0.569 2.779 1.139 0.589 -0.502 0.67
H 1.116 0.795 0.513 -1.302 -0.526 0.336 -0.18
C -2.104 -1.566 2.036 -0.810 -1.995 1.326 -1.53
Br -1.747 -2.736 0.516 0.495 -2.717 8.035 0.41
Br -1.641 -2.624 3.649 0.058 0.762 -0.169 0.50
Br -3.962 -0.858 2.390 1.571 -0.478 -0.936 0.54
H -1.377 -0.775 1.853 -1.068 -0.530 0.544 -0.26
C 4.022 1.473 -0.210 0.089 1.412 0.147 -1.41
Br 5.653 1.778 0.777 -0.219 -0.045 0.007 0.56
Br 4.135 2.473 -1.940 -0.304 -0.844 1.068 0.52
Br 2.405 2.172 0.845 5.141 0.962 -1.037 0.61
H 4.019 0.399 -0.395 -0.648 0.337 -0.049 -0.01
C -1.806 -0.781 -2.694 -1.225 -1.649 -3.539 -1.58
Br -3.233 -0.205 -3.990 1.027 -0.159 0.598 0.52
Br -0.120 -1.378 -3.503 -0.453 0.468 -0.229 0.55
Br -2.452 -2.349 -1.667 -1.948 2.453 -7.450 0.45
H -1.531 0.084 -2.090 -1.038 -0.254 -1.379 -0.19
```
Forces are in eV/Å.

- Charge: 0
- HOMO: -8.02 eV
- Energy relative to the best compared isomer or geometry (same formula, charge and spin): 7.693 eV
- LUMO: -0.825 eV